A | The following is a quantum chemistry calculation of a 2-piece molecular cluster, C4H7FOS overall, from OMol25.

Values from the calculation:
Highest occupied orbital energy: -9.944 eV
Orbital gap: 10.587 eV

The geometry in XYZ format:
```
14
Properties=species:S:1:pos:R:3:lowdin_charge:R:1
H 2.662 -0.817 -2.066 0.058
H -3.457 0.748 2.688 0.104
C -2.393 0.707 3.235 -0.237
H -2.238 1.432 4.026 0.046
C 1.853 -1.244 -1.536 -0.107
H -1.474 -0.726 -3.014 -0.004
C -0.559 -0.986 -2.614 0.093
F -1.669 2.541 1.570 -0.378
S -1.007 1.042 2.044 0.896
H 1.930 -2.369 -1.509 0.111
O 0.066 1.367 2.917 -0.462
C 0.580 -1.007 -2.200 -0.204
H 1.882 -0.617 -0.694 0.057
H -2.242 -0.351 3.427 0.028
```

B | The following is a quantum chemistry calculation of a 3-piece molecular cluster, C4H7FOS overall, from OMol25.

Values from the calculation:
Highest occupied orbital energy: -9.021 eV
Orbital gap: 8.200 eV

The geometry in XYZ format:
```
14
Properties=species:S:1:pos:R:3:lowdin_charge:R:1
C -1.631 -0.252 0.536 -0.060
F -1.743 -1.135 -0.790 -0.202
C 0.495 -0.663 -0.515 -0.603
H -2.336 0.775 0.409 0.183
C 0.173 0.767 -0.787 -0.439
H -2.037 -0.992 1.262 0.120
C -0.264 0.023 0.537 -0.332
O 0.776 1.928 -0.311 -0.113
H 1.920 1.367 -0.801 0.253
S 2.305 -0.966 -0.180 0.612
H -0.764 0.760 -1.515 0.180
H 0.102 -1.684 -0.870 0.137
H 0.370 0.439 1.414 0.161
H 2.633 -0.368 1.610 0.101
```

C | The following is a quantum chemistry calculation of an isolated molecule of C4H7FOS, from OMol25.

Values from the calculation:
Highest occupied orbital energy: -8.592 eV
Orbital gap: 8.669 eV
SMILES string: COC(=S)[C@@H](C)F

The geometry in XYZ format:
```
14
Properties=species:S:1:pos:R:3:lowdin_charge:R:1
H 0.608 -0.063 1.894 0.021
H 1.499 -1.376 1.626 0.125
H -2.401 -0.817 -1.295 0.165
C 1.272 -0.304 1.169 -0.055
F 0.017 -1.378 -0.683 -0.032
C 0.961 -0.416 -0.347 -0.305
C 0.274 0.990 -0.815 -0.662
H -1.693 -0.653 0.291 0.055
C -1.956 -0.001 -0.494 -0.086
S 1.044 2.549 -1.214 0.548
H -2.794 0.478 0.013 0.092
H 2.198 0.351 1.376 0.115
H 1.989 -0.395 -0.806 0.146
O -1.018 1.034 -0.714 -0.128
```

Which of them is most stable? Easy: C.

A | The following is a quantum chemistry calculation of an isolated molecule of C6H14O2, from OMol25.

Values from the calculation:
Highest occupied orbital energy: -10.128 eV
Orbital gap: 10.875 eV
SMILES string: CC[C@H](O)C(C)(C)O

The geometry in XYZ format:
```
22
Properties=species:S:1:pos:R:3:lowdin_charge:R:1
H 2.316 -0.957 0.614 0.078
C 2.385 0.120 0.436 -0.114
H 1.310 1.928 0.837 0.109
H -1.289 -1.028 1.828 0.090
C -0.212 0.332 0.941 -0.322
C 1.271 0.875 1.137 -0.176
O -0.340 -0.843 1.739 -0.035
H 0.919 -1.166 -1.416 0.072
H -2.615 1.116 -0.572 0.082
C -0.132 -1.217 -1.124 -0.029
H -2.701 -0.409 0.343 0.070
H -0.616 1.085 -2.227 0.110
H -2.630 -0.418 -1.413 0.073
H 3.358 0.458 0.807 0.072
H -0.275 -2.065 -0.450 0.089
C -2.246 0.086 -0.519 -0.013
H -0.666 -1.437 -2.056 0.081
H 1.469 0.846 2.216 0.109
H -0.845 1.108 1.388 0.144
C -0.630 0.099 -0.522 -0.536
O -0.207 1.172 -1.348 -0.019
H 2.375 0.316 -0.640 0.066
```

B | The following is a quantum chemistry calculation of an isolated molecule of C6H14O2, from OMol25.

Values from the calculation:
Highest occupied orbital energy: -9.480 eV
Orbital gap: 10.541 eV
SMILES string: CC[C@H](COC)OC

The geometry in XYZ format:
```
22
Properties=species:S:1:pos:R:3:lowdin_charge:R:1
H -1.316 -0.587 1.167 0.122
C -3.111 -0.630 -0.558 -0.113
C 0.441 0.119 0.116 -0.329
C 2.762 -0.996 0.269 -0.095
H 3.518 -0.224 0.176 0.069
C -0.901 -0.644 0.153 -0.177
C 1.550 -0.667 -0.627 -0.168
H 0.761 0.210 1.153 0.123
H 2.482 -1.092 1.314 0.064
O 0.290 1.378 -0.498 -0.144
H 0.776 3.288 0.086 0.083
H 0.276 2.241 1.410 0.085
H -3.541 -0.288 0.388 0.087
O -1.826 -0.084 -0.752 -0.169
H -0.920 2.858 0.278 0.086
H -0.758 -1.705 -0.066 0.118
H -3.077 -1.721 -0.526 0.085
H 3.209 -1.941 -0.023 0.065
C 0.100 2.483 0.363 -0.087
H -3.759 -0.313 -1.368 0.087
H 1.899 -0.079 -1.466 0.111
H 1.144 -1.607 -0.986 0.097
```

Which of them is most stable? Easy: A.

A | The following is a quantum chemistry calculation of a 3-piece molecular cluster, C6H14O2 overall, from OMol25.

Values from the calculation:
Highest occupied orbital energy: -9.460 eV
Orbital gap: 10.247 eV
SMILES string: CC(C)=O.C=CC.O

The geometry in XYZ format:
```
22
Properties=species:S:1:pos:R:3:lowdin_charge:R:1
C -1.770 0.554 0.353 -0.297
C -2.974 -0.130 -0.223 -0.101
H -0.531 -0.733 0.354 0.072
H 3.068 -0.569 -1.983 0.092
C 2.184 0.704 0.354 -0.020
H -2.729 -1.149 -0.526 0.074
C -1.784 1.198 1.514 0.004
H 1.553 -1.460 -2.291 0.089
H -0.919 1.734 1.881 0.047
H 1.512 1.318 0.950 0.077
H -0.859 0.737 -0.415 0.101
H 0.463 -1.327 1.475 0.062
C 1.425 0.031 -0.767 -0.522
H -3.794 -0.173 0.488 0.069
O 0.305 -1.388 0.530 -0.086
C 2.186 -1.020 -1.524 -0.025
H -3.313 0.392 -1.121 0.080
H 2.939 1.357 -0.088 0.094
H 2.507 -1.805 -0.840 0.081
O 0.469 0.621 -1.308 -0.032
H 2.684 -0.029 0.985 0.082
H -2.622 1.137 2.202 0.059
```

B | The following is a quantum chemistry calculation of a 2-piece molecular cluster, C6H14O2 overall, from OMol25.

Values from the calculation:
Highest occupied orbital energy: -8.653 eV
Orbital gap: 9.117 eV

The geometry in XYZ format:
```
22
Properties=species:S:1:pos:R:3:lowdin_charge:R:1
O 0.605 -2.030 -1.175 -0.128
H 0.003 0.426 -1.210 0.162
H 1.627 -0.988 1.018 0.107
H -0.395 0.969 2.525 0.064
H 2.098 -1.147 -1.360 0.003
H -0.672 2.550 1.597 0.082
H -1.158 -1.720 -0.238 0.152
H 0.231 -1.073 2.000 0.113
C -0.097 -1.438 -0.278 -0.490
H -2.346 1.656 -1.353 0.081
H -1.164 2.655 -0.709 0.087
C -1.017 1.549 1.851 -0.067
H 0.758 0.878 0.219 0.147
O 2.799 -0.471 -1.166 -0.092
H 3.598 -0.831 -1.540 0.022
C -1.936 1.940 -0.386 -0.083
H -2.090 0.067 0.551 0.130
C -1.319 0.842 0.502 -0.407
H -2.626 2.451 0.269 0.072
C 0.547 -1.076 0.956 0.091
C -0.058 0.225 -0.140 -0.128
H -1.961 1.747 2.366 0.080
```

C | The following is a quantum chemistry calculation of a 3-piece molecular cluster, C6H14O2 overall, from OMol25.

Values from the calculation:
Highest occupied orbital energy: -9.057 eV
Orbital gap: 9.711 eV
SMILES string: C=C/C=C/CC.O.O

The geometry in XYZ format:
```
22
Properties=species:S:1:pos:R:3:lowdin_charge:R:1
H -0.531 -1.480 -2.994 0.092
C -2.167 -1.037 -1.845 -0.007
H 0.553 2.983 1.661 0.069
O -1.509 -2.221 1.387 -0.050
C 1.088 1.526 0.079 -0.240
H -0.849 0.486 0.152 0.095
H 1.981 -1.263 2.825 0.035
H 1.733 1.119 0.861 0.078
O 2.687 -0.617 2.739 -0.052
H -2.654 -0.420 -1.106 0.057
H -2.874 -1.662 -2.355 0.052
H -0.632 2.901 0.321 0.068
H -1.747 -1.309 1.246 0.006
H 2.670 -0.377 1.811 0.005
H 0.789 0.532 -2.347 0.106
C -0.919 -0.822 -2.237 -0.180
C 0.416 2.835 0.593 -0.084
C 0.029 0.137 -1.676 -0.113
H 1.844 1.831 -0.646 0.105
H -1.293 -2.696 0.591 0.023
C 0.070 0.557 -0.409 -0.124
H 0.905 3.657 0.097 0.060
```

Which of them is most stable? Easy: C.

A | The following is a quantum chemistry calculation of a 20-piece molecular cluster, H40O20 overall, from OMol25.

Values from the calculation:
Highest occupied orbital energy: -10.839 eV
Orbital gap: 10.387 eV

The geometry in XYZ format:
```
60
Properties=species:S:1:pos:R:3:lowdin_charge:R:1
H -0.412 0.648 2.561 -0.015
H -2.740 0.192 -0.333 0.010
O -0.971 1.040 -0.945 -0.032
O 1.453 -2.191 2.586 -0.058
H 4.857 3.063 0.073 0.077
O -4.598 -1.392 2.541 -0.050
O -2.553 -0.609 0.152 -0.064
H 2.009 1.326 3.476 0.058
H 0.801 -2.849 2.649 -0.059
O 4.280 -1.552 1.446 -0.049
H 1.873 -3.624 -1.116 0.021
H 2.149 0.424 1.685 0.050
H 3.732 -0.814 1.774 0.013
H 0.458 -5.199 2.437 0.052
H -0.447 0.343 -0.544 0.029
H -5.445 -1.059 2.316 0.011
H -0.301 -4.058 -0.044 0.003
O -3.975 1.321 -2.653 -0.058
H -4.322 1.687 -3.450 0.032
H -2.522 -1.351 -2.532 0.019
O 1.655 0.312 0.827 -0.047
H -0.373 -3.901 2.007 0.045
O 3.829 -0.175 -1.777 -0.047
O -1.168 -3.693 -0.294 -0.068
H -1.885 1.179 2.804 0.020
H -0.822 0.986 -4.876 0.027
H 3.163 -0.559 -1.211 0.003
H -4.143 -1.648 1.722 0.016
O 2.263 -4.496 -1.084 -0.036
H 1.027 2.376 3.505 0.040
H 3.813 0.791 -1.743 0.009
H -4.573 1.887 -2.062 0.108
O -1.777 3.125 -3.725 -0.073
H -1.933 2.202 -3.410 -0.009
H 2.991 3.872 0.300 -0.014
H -1.451 -4.107 -1.129 0.060
H -1.549 0.576 -1.526 -0.024
H 2.255 -4.754 -0.168 0.016
H -1.005 2.980 -4.288 0.030
H 2.218 4.626 1.589 0.026
O 2.317 3.858 1.037 -0.099
H 1.885 0.978 0.178 0.036
O -1.697 0.649 -4.990 -0.049
H 4.251 3.166 -1.369 0.085
H -0.598 -1.552 4.340 0.045
H 3.690 -2.183 1.054 0.006
O 1.625 1.967 4.208 -0.118
H -2.264 -1.295 -0.523 0.050
H 0.943 -1.562 2.031 0.026
O 4.064 2.968 -0.442 -0.020
O -0.979 1.242 3.003 -0.009
O 0.346 -4.523 1.806 -0.032
O -0.089 5.495 -1.024 -0.100
H 0.805 5.917 -1.078 0.043
O -2.248 -1.542 -3.449 -0.037
H -2.097 0.506 -4.118 -0.012
H -1.783 -2.020 3.105 0.059
O -0.964 -2.018 3.618 -0.034
H 0.029 4.511 -1.050 0.042
H -3.098 -1.485 -3.875 0.046
```

B | The following is a quantum chemistry calculation of a 20-piece molecular cluster, H40O20 overall, from OMol25.

Values from the calculation:
Highest occupied orbital energy: -11.020 eV
Orbital gap: 10.507 eV

The geometry in XYZ format:
```
60
Properties=species:S:1:pos:R:3:lowdin_charge:R:1
H -3.965 0.575 -4.083 0.020
O -1.930 -1.657 -4.794 -0.054
H 0.334 -0.113 1.553 -0.001
O -3.803 1.270 -3.453 -0.047
H -0.316 5.650 -0.553 0.027
H -0.489 -0.743 -1.604 0.061
H -1.662 -0.785 2.761 0.065
H -1.617 -1.297 4.930 0.010
O 2.505 -4.427 0.182 -0.053
O -1.060 -1.981 5.353 -0.062
H 0.573 1.791 3.107 0.042
H -3.979 1.041 4.190 0.058
H -4.279 2.061 -3.662 0.018
H 1.478 2.596 0.424 0.031
H -3.106 1.199 1.787 0.017
H 4.133 -2.040 -2.730 0.024
O 0.275 -3.550 -2.788 -0.050
O 1.234 -0.325 1.226 -0.070
O 0.584 2.602 2.594 -0.036
H 4.093 -2.039 1.279 0.045
O -2.075 -3.782 -1.342 -0.073
H -1.550 0.735 2.642 0.026
H 1.724 0.973 -1.866 0.014
O -1.000 -0.071 2.768 -0.065
H 3.182 1.152 -1.354 0.014
H -5.548 -0.584 1.584 0.023
H -1.550 -3.615 -2.140 -0.013
O 2.641 0.747 -2.050 -0.057
H 1.428 -1.222 1.532 0.023
H 1.751 -5.022 0.133 0.035
O -2.972 2.107 2.041 -0.042
H 1.774 3.493 -1.546 -0.020
O 1.801 3.926 -2.400 -0.052
H 4.025 2.136 0.536 0.025
H 2.415 3.484 -2.992 0.037
H 3.924 -0.796 -3.535 0.008
O 3.726 -1.565 2.038 -0.054
H -3.155 2.760 1.359 0.065
O 0.399 -0.722 -1.978 -0.049
H 3.292 0.889 0.649 0.005
H -1.539 -2.238 -4.124 0.005
H -0.408 5.841 -2.010 0.027
O 2.118 3.287 0.629 -0.059
O -3.893 0.145 3.821 -0.054
O -5.530 -1.544 1.673 -0.064
H 4.500 -1.114 2.399 0.051
H 0.812 -2.753 -2.785 0.026
H 0.112 3.194 3.192 0.069
H 1.007 -1.027 -1.299 0.026
H -5.597 -1.998 0.832 0.034
O -0.861 6.122 -1.205 -0.070
H 0.527 -4.027 -3.584 0.063
H 2.285 -3.846 0.918 0.016
H -4.186 -0.324 4.610 0.057
O 4.572 -1.491 -3.392 -0.061
H -1.475 -3.983 -0.621 0.019
H -0.413 -1.945 4.634 0.025
H -1.394 -1.893 -5.564 0.040
O 4.221 1.184 0.545 -0.075
H 1.906 3.555 1.529 0.031
```

Which of them is most stable? Easy: B.

A | The following is a quantum chemistry calculation of an isolated molecule of C6H10N2O2S, from OMol25.

Values from the calculation:
Highest occupied orbital energy: -9.209 eV
Orbital gap: 10.016 eV

The geometry in XYZ format:
```
21
Properties=species:S:1:pos:R:3:lowdin_charge:R:1
H 0.619 -0.832 -1.844 0.169
S -1.801 -0.745 0.530 0.966
C -2.740 1.619 -0.027 -0.106
H -0.472 1.776 1.207 0.135
N 1.995 0.378 0.752 0.086
C 1.958 -1.659 -0.392 -0.125
C 0.583 -0.964 -0.687 -0.335
H 3.696 -0.609 0.268 0.119
H 1.817 -2.700 -0.004 0.133
O -3.009 -1.220 0.029 -0.382
C 0.845 0.380 0.161 -0.207
H -2.924 2.079 0.938 0.073
H -3.660 1.071 -0.438 0.103
C -0.232 1.377 0.198 -0.193
C 2.681 -0.837 0.618 -0.259
H 2.651 -1.310 1.649 0.140
N -1.479 0.795 -0.258 -0.328
H 0.093 2.175 -0.424 0.124
H -2.563 2.459 -0.676 0.071
O -0.543 -1.588 -0.285 -0.279
H 2.483 -1.647 -1.316 0.093
```

B | The following is a quantum chemistry calculation of an isolated molecule of C6H10N2O2S, from OMol25.

Values from the calculation:
Highest occupied orbital energy (spin up / spin down): -9.204 / -9.205 eV
Orbital gap (spin up / spin down): 8.810 / 8.811 eV

The geometry in XYZ format:
```
21
Properties=species:S:1:pos:R:3:lowdin_charge:R:1
C -1.102 -0.378 1.324 -0.118
H 0.844 -1.666 -1.940 0.123
N -0.989 -1.802 1.113 -0.002
H 1.596 -1.203 1.179 0.026
H -1.165 2.214 0.305 0.086
H -2.549 1.273 -0.403 0.108
S 3.490 -0.211 0.393 0.945
C 0.876 0.681 0.109 -0.184
H 1.281 1.486 0.718 0.137
O 3.593 1.129 -0.262 -0.601
H -2.161 -0.243 1.522 0.132
H -1.706 -0.896 -1.333 0.152
C 1.812 -0.365 0.622 -0.351
C -1.425 1.389 -0.358 -0.061
C -0.567 0.248 0.026 -0.462
H 1.268 0.849 -0.886 0.117
H -1.201 1.895 -1.363 0.119
C -0.714 -0.960 -0.904 -0.356
O 0.083 -1.047 -2.042 0.011
N -0.751 -2.132 0.001 0.076
H -0.512 -0.262 2.176 0.102
```

C | The following is a quantum chemistry calculation of an isolated molecule of C6H10N2O2S, from OMol25.

Values from the calculation:
Highest occupied orbital energy: -9.554 eV
Orbital gap: 10.139 eV

The geometry in XYZ format:
```
21
Properties=species:S:1:pos:R:3:lowdin_charge:R:1
H -0.860 1.594 0.263 0.036
C -0.587 -0.748 -1.046 -0.457
H 0.734 -2.294 -1.588 0.080
H 0.115 3.673 0.410 0.135
H 0.122 1.397 1.803 0.108
H 0.341 -2.339 0.573 0.040
S 1.005 0.111 -0.320 0.995
H -0.642 -2.974 1.771 0.096
C -1.394 -1.469 0.436 -0.381
O 1.468 -0.801 0.690 -0.536
N -0.591 -2.499 0.915 0.166
C 0.953 2.795 0.534 -0.154
H -0.818 -2.609 -2.391 0.106
N -2.051 1.102 -2.041 0.199
H 1.547 2.832 -0.348 0.036
C -1.449 0.247 -1.588 -0.286
O -2.474 -1.111 0.853 0.075
H 1.533 3.046 1.368 0.038
H 0.266 -1.256 -2.964 0.097
C -0.143 -1.782 -2.070 -0.094
C 0.106 1.508 0.698 -0.299
```

Which of them is most stable? Easy: C.